No. 1
ORCA calculation (ωB97M-V with the def2-TZVPD basis set) on 10 unconnected molecules or ions with the total composition C36H96N4O20 at a distorted geometry.

## Properties
- DFT total energy: -3152.73419 Eh
- LUMO level: 0.35 eV
- Frontier orbital gap: 9.0 eV
- HOMO energy: -0.317 hartree

```
! RIJCOSX wB97M-V def2-TZVPD def2/J DEFGRID3
* xyz 0 1
O -17.6604 11.0386 11.5855
H -18.3235 9.6248 17.6804
H -11.8131 17.0888 11.6445
H -15.4513 15.6989 10.7207
O -16.2687 8.5543 13.6782
H -14.2858 12.1466 17.2991
C -12.4959 16.1883 22.6790
H -18.7738 12.4201 12.5689
O -13.0930 9.9560 18.7690
C -14.2708 14.6605 23.0041
H -17.1498 11.4825 17.4097
H -13.3252 15.1818 12.1828
H -13.3177 5.3205 20.8019
H -10.9919 8.1714 23.4724
H -14.8616 7.2902 20.7255
H -14.6772 3.5195 19.5284
O -17.3659 7.9951 18.3323
H -20.1763 8.2325 18.1429
H -17.0184 8.0668 14.0255
H -12.6386 10.2879 21.2605
H -13.1818 8.0886 14.9201
H -11.4097 13.8232 15.3316
H -22.2793 10.9842 15.1778
O -12.7084 17.1180 11.9891
C -11.1746 12.0070 16.3941
H -14.9949 17.3945 10.8693
H -14.5686 14.7156 21.9428
C -15.0503 11.3412 19.0173
O -11.8248 11.2062 9.3096
C -12.5330 8.6915 18.9816
H -13.7038 10.9747 12.0863
H -11.4726 10.9566 16.2561
C -16.8308 6.7304 17.9728
C -12.1994 10.6997 10.5719
H -13.1421 3.1835 20.2486
H -12.8970 12.9197 15.5308
N -20.3036 8.3900 16.0607
N -14.8236 2.3167 21.2608
H -13.7617 4.4740 22.2927
H -15.1782 0.0305 22.5567
C -20.9424 9.6798 16.2498
H -14.5369 2.4792 22.2204
O -15.3450 5.3220 21.3709
H -12.5408 9.6570 10.4609
H -23.4722 8.5474 13.2055
H -20.0827 12.1436 10.6100
H -17.6211 8.6758 16.4130
O -12.8906 14.9147 23.1037
C -15.0256 7.9046 13.7109
C -21.8814 9.9598 15.1055
C -19.0966 13.4350 17.8221
H -15.9326 10.6351 16.5374
H -11.3654 10.6465 11.2733
H -14.3362 11.7802 19.7258
O -9.7635 12.1825 16.4316
H -14.4757 13.0915 24.4985
C -19.5700 7.9894 17.2611
C -16.1936 11.6471 16.9130
H -21.6076 9.7177 17.1372
C -23.8347 9.0586 14.1114
H -11.3074 8.0304 21.6840
C -15.2367 6.7023 21.5758
C -16.3860 12.4816 15.6790
H -16.8070 -2.3478 20.9836
H -11.4397 16.1955 22.4023
H -24.0421 10.0767 13.7588
N -13.5491 12.3449 22.7618
C -18.8629 11.3762 12.2661
H -14.9242 16.9036 13.1898
H -17.6542 10.0760 11.5553
C -12.6879 10.1274 22.3428
H -13.6569 10.6870 24.0901
H -19.0876 10.7332 13.1216
O -20.1721 10.0688 10.6901
H -18.6650 12.6199 18.4107
H -15.4086 -3.2790 21.5069
C -15.3051 -0.0358 21.4674
H -14.5643 6.9446 22.4078
H -13.0138 16.4706 21.7524
O -15.5412 16.4739 12.5884
H -21.0376 7.7369 15.8227
H -14.8529 15.4048 23.5548
C -18.1823 8.5870 17.3526
O -15.1611 12.4650 14.9913
O -19.7578 12.9149 16.6718
O -11.6509 12.2257 14.0235
H -12.0766 6.9597 22.8798
C -14.3924 1.0004 20.8143
H -16.2359 7.0580 21.8241
H -20.1598 15.2750 18.1924
H -12.9779 7.9332 18.3152
H -15.6862 12.5504 12.9667
H -13.0770 15.6884 10.4689
H -14.5132 7.8511 12.7477
H -16.3204 0.2753 21.1856
H -15.9656 6.6068 18.6185
H -13.3591 0.7886 21.1270
O -21.1596 13.6703 19.0989
H -11.5424 12.2524 17.3929
H -12.6271 16.9506 23.4537
H -12.6352 12.7492 22.9097
H -14.6165 10.5034 14.5808
H -21.3737 9.9226 14.1293
H -14.7925 10.7258 22.7161
C -14.1148 8.6052 14.6750
H -14.8732 9.2938 19.6945
H -17.5858 5.9544 18.1300
O -15.0067 -1.3267 21.0143
C -20.0595 11.3276 11.3398
C -14.8643 16.4032 11.3096
H -20.2543 10.5028 16.4433
H -15.9971 11.3064 19.5598
C -14.0843 4.6876 21.2596
H -11.4674 8.7289 18.7602
C -14.5058 9.9152 18.8671
H -15.5133 14.1585 13.8330
O -13.8888 9.9500 14.2670
H -14.8869 9.4403 17.9496
H -14.1625 13.1349 13.3303
H -12.0966 11.3678 14.0363
C -19.9546 14.3204 18.6756
H -17.1632 12.0326 15.0381
C -13.7691 10.9402 23.0234
H -13.1084 12.4924 11.3597
N -15.1588 12.1190 17.8109
H -20.8869 12.8985 19.6044
H -19.4858 6.8973 17.2253
O -22.9128 9.0111 15.1665
H -15.1374 6.8697 14.0639
O -12.8963 8.7801 22.7536
C -14.2034 3.3975 20.5054
H -16.8031 13.4808 15.8663
H -20.5375 10.1901 9.8108
H -9.3803 11.5956 15.7742
H -12.6792 8.3006 19.9978
H -20.6248 13.3353 16.6846
O -14.4356 11.4166 10.2095
H -11.7204 10.4405 22.7573
H -12.6368 11.5574 8.9258
C -13.4281 15.9919 11.4588
C -13.3601 11.4448 11.1635
H -15.5335 12.9418 23.1210
H -14.4794 0.9453 19.7297
H -18.2423 14.0482 17.5066
C -15.8734 -2.2952 21.5569
H -16.1058 -2.0824 22.6057
H -16.5292 6.6345 16.9207
C -11.8285 12.8174 15.2966
C -15.1723 13.1254 13.7528
C -14.5107 13.2165 23.3993
H -15.2344 11.1837 10.6915
H -24.7315 8.5533 14.4587
C -11.7332 7.9807 22.6897
H -20.9648 11.5101 11.9435
H -19.4314 14.5708 19.6066
H -14.5339 8.6606 15.6962
*
```


No. 2
ORCA calculation (ωB97M-V with the def2-TZVPD basis set) on a single C24H28FN5OS2 molecule.

## Properties
- DFT total energy: -2176.62805 Eh
- LUMO level: 0.43 eV
- Frontier orbital gap: 7.9 eV
- HOMO energy: -0.276 hartree

```
! RIJCOSX wB97M-V def2-TZVPD def2/J DEFGRID3
* xyz 0 1
C -5.6337 1.8481 -0.7654
H 2.8436 -4.1248 -0.3224
C -1.8569 -4.4795 1.2190
C -3.2753 -1.2583 0.5870
C -3.5007 3.1413 0.4573
C -4.7933 3.6135 0.5890
H 4.6590 0.0021 -1.0085
C -4.3422 1.3558 -0.9224
F -5.0155 4.7215 1.3273
H 4.7943 5.8010 -1.2286
C 2.0875 0.7275 0.9377
H 3.7233 -2.2287 -0.7099
H -2.2784 1.6136 -0.4096
C -5.8683 2.9817 -0.0111
C 5.0502 2.5125 -0.4799
H -1.4128 -4.6327 -0.8943
H 1.8793 1.5395 1.6394
H 1.2628 0.6615 0.2144
C 3.1857 4.5461 -0.5667
H -2.0358 -5.5505 1.2445
C -1.9368 -1.4591 0.0094
H -3.3482 -0.2678 1.0335
C -4.1012 0.1125 -1.7099
S 0.9309 -3.4669 -1.5874
H 6.4529 3.9695 -1.1442
H -2.5853 -3.9955 1.8645
N 3.3591 0.9738 0.2943
C 1.6853 -2.8190 0.9980
H 1.7638 3.1005 0.0683
C 1.8134 -3.9205 -0.0386
H -0.8661 -4.2725 1.6194
H 5.8018 1.7399 -0.4261
H -6.8634 3.3771 0.1162
C -3.2799 2.0051 -0.3009
H -3.0159 -3.9463 -0.5403
H 2.4556 -1.0778 -1.1956
H 1.2387 -0.7640 2.2580
C 5.4228 3.7812 -0.8770
H -3.5341 -2.0251 1.3127
H -2.6877 3.6574 0.9426
H -6.4598 1.3350 -1.2352
O 0.9613 -2.9914 1.9676
C 4.0927 -0.2051 -0.0968
C 3.1394 -1.3638 -0.3872
H -4.7406 0.0538 -2.5895
S -4.5401 -1.3797 -0.7374
C 2.1688 -0.5790 1.7161
N -1.4144 -2.6573 -0.3702
H -3.0555 0.0158 -2.0002
N 2.3781 -1.6884 0.8024
C 3.7251 2.2317 -0.1249
C 4.4974 4.8097 -0.9223
C 2.7981 3.2793 -0.1774
H 4.8043 -0.5089 0.6868
H 2.9892 -0.5381 2.4414
C -1.9701 -3.9770 -0.2186
C -0.2097 -2.3202 -0.9164
H 2.4489 5.3359 -0.6011
N -0.0337 -1.0294 -0.8838
H 1.3549 -4.8262 0.3598
N -1.1128 -0.4903 -0.3065
*
```


No. 3
ORCA calculation (ωB97M-V with the def2-TZVPD basis set) on a molecular structure, C36H51ClIrN3OP2 at a distorted geometry.

## Properties
- DFT total energy: -2887.88027 Eh
- ⟨S²⟩: 8.805
- LUMO level (spin up / spin down): -8.56 / -12.29 eV
- Frontier orbital gap (spin up / spin down): 5.9 / 4.6 eV
- HOMO energy (spin up / spin down): -0.530 / -0.619 hartree

```
! RIJCOSX wB97M-V def2-TZVPD def2/J DEFGRID3
* xyz 3 6
C 0.8445 3.5325 -3.8714
H 5.3327 -1.7127 0.6367
H 4.7681 2.6517 -1.4442
H 4.9036 1.0129 1.8481
H -2.4847 -2.5129 1.6259
H 3.0199 2.4351 -1.5082
H 3.9274 -2.7578 0.8421
C 2.6217 -1.4240 2.6978
P -2.5949 0.2043 0.3427
C -3.3430 -2.4479 0.9451
H -3.3637 3.5665 1.8681
C -2.2344 2.8965 -0.4884
H -4.1187 -3.1550 1.2718
H -3.0387 -2.7600 -0.0597
C -4.3594 -0.6934 2.3664
H 3.1911 -1.6203 3.6284
C 0.5319 -1.8476 -1.5125
C 3.5698 -0.8207 1.6729
H -1.1682 2.7695 -0.2497
H 1.3278 -3.5099 -2.6794
H 6.3024 0.5997 -1.2425
C -2.9591 2.5446 1.8374
O 0.6849 2.3464 2.2046
N 0.2674 0.9540 -0.9835
C 0.2040 1.4356 1.6656
C 4.1458 0.5930 -1.1735
H -0.9501 -3.9909 -3.6863
H -2.8405 -2.3608 -3.2573
C 0.4464 -2.9448 -2.3749
H -0.6235 -3.9838 4.2729
C -0.7550 -2.8995 4.2186
C 5.5023 0.1522 -0.6323
N -0.6683 -0.9334 2.8413
P 2.6475 -0.2362 -0.0928
H 1.1693 -0.2512 -4.8410
H 0.8192 3.9631 -5.9827
C 4.5170 -1.9605 1.3152
C -5.2378 -1.1366 0.0384
H -1.9069 2.6080 2.1353
H 0.9270 2.7812 -1.8724
H -4.9428 0.2302 2.4419
H -4.8821 3.0956 -0.1175
C -0.4691 -2.2485 3.0234
C 4.2732 0.3258 -2.7085
H -2.4735 0.6733 -2.0522
C 1.0482 1.1449 -3.1708
C -1.7520 -1.3765 -1.6842
C -1.4339 -0.8063 5.1161
H 4.6927 -0.6683 -2.9266
C 0.9418 2.5281 -2.9275
H 3.8546 2.3799 0.0694
H 4.9603 -2.3720 2.2337
H -3.4850 -0.6089 3.0224
C 1.7213 -0.8681 -1.6577
C -1.8873 -2.3075 -2.7387
H 2.5310 -1.3817 -2.2903
Cl -2.1713 0.1559 6.3360
C 3.9278 2.0959 -0.9894
H -4.6771 1.5927 -1.0466
C 1.0840 0.3463 -1.8802
C -1.0927 -0.2038 3.8921
H -2.3765 2.6859 -1.5533
H -0.0323 -2.8019 2.1893
H 5.5872 -0.9343 -0.7916
C -2.7071 -0.2586 -1.4766
H -5.0242 -1.6388 -0.9168
C 1.0201 1.7665 -5.5146
H 3.3549 1.1271 2.6664
H 0.6901 4.5500 -3.5076
C 1.0939 0.7733 -4.5163
C -4.5758 2.0427 -0.0462
C 0.9093 3.1504 -5.2341
H 2.1673 -2.3640 2.3712
H 4.9056 1.1041 -3.1893
H -3.7133 -0.5630 -1.7616
H -5.9563 -1.7759 0.5784
C -3.9699 -1.0495 0.9333
H -3.4857 1.9538 2.5935
H -2.5103 3.9476 -0.2978
H -5.7223 -0.1692 -0.1512
H -1.1973 0.8747 3.7935
C 4.1599 0.4231 2.3921
C -1.2273 -2.1744 5.3070
H -5.2312 1.5358 0.6793
H 3.3069 0.3211 -3.2065
H 1.8039 -0.7622 2.9877
H 5.6608 0.3878 0.4288
Ir -0.3736 0.0402 0.6682
H 4.6393 0.1161 3.3421
C -3.1173 1.9995 0.4074
H -1.4503 -2.6114 6.2730
H 1.0043 1.5832 -6.5808
H -4.9905 -1.5052 2.7547
C -0.8243 -3.1730 -2.9663
N -0.6111 -1.4158 -0.9224
*
```